[1]
C9H14N2O2S | ωB97M-V with the def2-TZVPD basis set

Cartesian coordinates (Å):
C  -0.294  1.865  -1.216
C  0.283  0.748  -0.662
C  -0.898  1.442  -2.371
C  0.443  -1.578  -1.469
C  -0.288  -2.214  -0.200
C  0.773  -0.064  1.870
C  -1.766  2.251  -3.265
C  -0.434  0.372  2.547
C  2.112  0.260  2.388
N  -0.639  0.167  -2.596
N  0.090  -0.250  -1.545
O  1.827  -2.512  1.372
O  -0.383  -2.328  2.391
S  0.541  -1.819  1.377
H  -0.376  2.773  -0.640
H  1.577  -1.721  -1.342
H  0.081  -2.015  -2.376
H  -1.305  -1.825  -0.150
H  -0.261  -3.307  -0.064
H  -2.254  1.784  -4.067
H  -2.568  2.515  -2.522
H  -1.301  3.063  -3.759
H  -1.323  0.276  1.988
H  -0.508  1.345  3.140
H  -0.526  -0.303  3.465
H  2.533  -0.437  3.097
H  2.052  1.296  2.935
H  2.812  0.217  1.673

The calculation puts the LUMO energy (alpha / beta) at -1.36 / -0.96 eV. The total energy comes out at -1009.29783 Ha. The value obtained for the energy relative to the best compared isomer or geometry (same formula, charge and spin) is 165.0 kcal/mol.



[2]
C28H45N2O9PS | ωB97M-V with the def2-TZVPD basis set

Cartesian coordinates (Å):
C  5.399  3.184  3.195
C  4.326  3.431  2.145
O  3.297  4.015  2.424
O  4.640  2.958  0.919
C  3.827  3.504  -0.131
C  2.619  2.611  -0.367
C  1.382  3.148  -0.620
C  0.316  2.295  -0.797
C  0.512  0.950  -0.729
C  1.758  0.393  -0.492
C  2.808  1.250  -0.321
N  1.953  -1.037  -0.410
P  1.951  -1.824  -1.967
O  3.181  -2.580  -2.182
O  1.809  -0.674  -3.067
O  0.650  -2.738  -2.169
C  1.000  -1.645  0.475
C  1.380  -2.507  1.471
C  0.461  -3.090  2.319
C  -0.874  -2.820  2.162
O  -1.829  -3.365  3.001
C  -2.089  -2.395  4.065
C  -3.403  -1.640  3.840
N  -3.346  -0.253  4.361
C  -2.992  0.713  3.309
C  -4.180  1.422  2.618
C  -5.386  0.522  2.364
O  -3.680  1.860  1.337
C  -1.294  -1.955  1.172
C  -0.358  -1.385  0.362
S  -0.836  -0.212  -0.904
H  6.358  3.442  2.732
H  5.266  3.848  4.048
H  5.391  2.153  3.555
H  3.560  4.549  0.032
H  4.440  3.472  -1.039
H  1.294  4.229  -0.635
H  -0.674  2.710  -0.969
H  3.798  0.837  -0.150
H  0.859  -0.455  -3.083
H  0.559  -3.377  -1.447
H  2.427  -2.740  1.645
H  0.763  -3.755  3.122
H  -1.259  -1.680  4.083
H  -2.082  -2.977  4.991
H  -3.632  -1.611  2.774
H  -4.235  -2.145  4.344
H  -2.556  -0.235  4.999
H  -2.420  1.508  3.804
H  -2.335  0.304  2.525
H  -4.427  2.337  3.162
H  -5.744  0.096  3.306
H  -5.037  -0.328  1.757
H  -6.175  1.013  1.792
H  -3.690  1.080  0.769
H  -2.333  -1.698  1.003
C  -3.399  6.519  -2.834
C  -2.558  5.339  -2.379
O  -1.582  5.675  -1.409
C  -2.076  6.191  -0.183
C  -2.970  5.220  0.567
H  -2.760  7.344  -3.152
H  -4.041  6.228  -3.667
H  -4.040  6.890  -2.033
H  -2.006  4.944  -3.233
H  -3.194  4.524  -2.015
H  -2.584  7.148  -0.346
H  -1.195  6.408  0.423
H  -3.909  5.046  0.038
H  -3.213  5.610  1.556
H  -2.477  4.253  0.680
C  2.912  -8.495  -4.160
C  1.814  -7.586  -3.633
O  2.246  -6.700  -2.619
C  3.259  -5.773  -2.992
C  2.842  -4.826  -4.100
H  3.410  -9.010  -3.338
H  2.495  -9.237  -4.842
H  3.672  -7.933  -4.704
H  1.032  -8.199  -3.180
H  1.341  -7.031  -4.451
H  4.182  -6.302  -3.255
H  3.477  -5.192  -2.096
H  2.706  -5.361  -5.045
H  3.602  -4.062  -4.250
H  1.898  -4.344  -3.850

The calculation puts the LUMO energy at 0.38 eV. The total energy comes out at -2620.19310 Ha.



[3]
C3H11NOS2 | ωB97M-V with the def2-TZVPD basis set

Cartesian coordinates (Å):
N  1.342  -2.561  -0.040
C  0.383  -1.545  -0.493
C  1.083  -0.234  -0.865
C  0.289  0.617  -1.827
S  -1.385  0.920  -1.142
S  -1.977  2.650  -2.057
H  1.150  -2.887  0.898
H  2.307  -2.268  -0.183
H  -0.157  -1.930  -1.350
H  -0.299  -1.325  0.327
H  1.336  0.357  0.018
H  2.009  -0.485  -1.386
H  0.788  1.578  -1.977
H  0.156  0.109  -2.781
H  -1.512  3.531  -1.165
O  -1.595  1.378  4.436
H  -2.507  1.077  4.271
H  -1.412  1.019  5.313

The calculation puts the LUMO energy at 0.69 eV. The total energy comes out at -1047.25663 Ha. The value obtained for the energy relative to the best compared isomer or geometry (same formula, charge and spin) is 6.7 kcal/mol.



[4]
C23H56NO8 | ωB97M-V with the def2-TZVPD basis set

Cartesian coordinates (Å):
C  2.993  -0.021  2.229
C  2.113  -0.256  1.009
C  2.290  -1.583  0.264
C  1.191  0.618  0.579
C  1.365  2.139  0.780
C  0.409  3.009  -0.062
C  -0.869  3.614  0.577
C  -0.864  3.796  2.107
C  -2.176  2.893  0.160
C  -2.134  1.357  0.370
N  -3.446  0.828  0.859
C  -3.947  1.213  2.030
C  -5.133  0.688  2.476
C  -5.805  -0.258  1.712
C  -5.253  -0.631  0.490
C  -4.068  -0.075  0.084
H  2.405  0.180  3.133
H  3.757  0.756  2.069
H  3.543  -0.952  2.426
H  3.082  -1.402  -0.478
H  2.674  -2.338  0.958
H  1.343  -1.899  -0.185
H  0.311  0.179  0.100
H  1.410  2.362  1.856
H  2.378  2.337  0.397
H  1.002  3.820  -0.506
H  0.078  2.387  -0.913
H  -0.981  4.623  0.147
H  -0.700  2.811  2.576
H  -0.109  4.504  2.468
H  -1.838  4.159  2.468
H  -2.478  3.164  -0.861
H  -2.984  3.265  0.812
H  -1.420  1.162  1.181
H  -1.851  0.873  -0.566
H  -3.441  1.943  2.658
H  -5.555  0.977  3.435
H  -6.733  -0.740  2.007
H  -5.712  -1.381  -0.150
H  -3.619  -0.363  -0.862
C  3.924  1.875  -2.685
O  2.839  0.961  -2.794
H  4.739  1.527  -3.317
H  3.605  2.867  -3.018
H  4.269  1.924  -1.648
H  2.135  1.291  -2.227
C  0.688  -5.026  1.747
O  1.063  -3.761  2.303
H  1.461  -5.340  1.050
H  0.598  -5.769  2.541
H  -0.260  -4.934  1.217
H  0.370  -3.503  2.915
C  -2.598  -6.103  3.253
O  -2.102  -6.467  1.971
H  -1.894  -5.408  3.706
H  -3.574  -5.617  3.160
H  -2.689  -6.986  3.890
H  -2.731  -7.081  1.581
C  -3.171  5.764  -2.855
O  -2.597  4.532  -3.292
H  -2.363  6.444  -2.597
H  -3.770  6.206  -3.653
H  -3.797  5.600  -1.973
H  -3.322  3.943  -3.519
C  1.415  4.718  -4.475
O  0.332  3.798  -4.579
H  2.229  4.372  -5.108
H  1.097  5.710  -4.806
H  1.762  4.769  -3.438
H  -0.380  4.119  -4.015
C  -1.698  -1.573  3.429
O  -1.936  -1.894  2.059
H  -1.106  -2.367  3.873
H  -1.145  -0.631  3.508
H  -2.645  -1.493  3.971
H  -2.460  -1.178  1.696
C  4.205  -6.902  1.910
O  3.144  -7.744  1.468
H  4.029  -6.652  2.953
H  5.162  -7.421  1.822
H  4.232  -5.982  1.319
H  3.313  -7.956  0.546
C  5.074  -0.083  -6.436
O  3.674  -0.318  -6.355
H  5.447  -0.544  -7.348
H  5.270  0.992  -6.469
H  5.578  -0.530  -5.575
H  3.356  0.094  -5.544

The calculation puts the LUMO energy at -4.40 eV. The total energy comes out at -1566.18510 Ha. Its total charge is +1.



[5]
C26H27Cl5CsIN5OS3 | ωB97M-V with the def2-TZVPD basis set

Cartesian coordinates (Å):
Cs  1.341  -0.263  2.194
C  3.551  1.354  -1.805
C  2.159  1.339  -2.423
S  0.909  0.415  -1.478
C  0.599  -1.016  -2.537
C  1.671  -2.097  -2.589
S  2.014  -2.842  -0.969
C  3.782  -2.524  -0.734
C  4.204  -1.083  -0.474
S  4.538  -0.150  -2.008
H  3.498  1.568  -0.736
H  4.132  2.152  -2.272
H  2.181  0.940  -3.439
H  1.790  2.364  -2.466
H  0.386  -0.669  -3.553
H  -0.330  -1.439  -2.145
H  2.603  -1.694  -2.982
H  1.337  -2.896  -3.254
H  4.330  -2.948  -1.578
H  4.026  -3.130  0.138
H  5.117  -1.079  0.122
H  3.451  -0.537  0.090
Cl  4.610  -2.809  3.498
C  3.380  -3.843  2.748
C  2.057  -3.491  2.920
C  1.155  -4.303  2.265
Cl  -0.559  -3.897  2.403
C  1.505  -5.408  1.494
Cl  0.312  -6.372  0.692
C  2.855  -5.721  1.364
Cl  3.342  -7.077  0.405
C  3.811  -4.934  1.997
Cl  5.495  -5.299  1.807
N  -4.245  2.456  -2.703
C  -5.026  3.473  -3.212
C  -5.553  3.716  -4.475
C  -6.312  4.861  -4.622
C  -6.537  5.734  -3.546
C  -6.007  5.485  -2.295
C  -5.235  4.337  -2.128
N  -4.593  3.856  -0.998
C  -4.017  2.752  -1.382
C  -3.201  1.875  -0.531
C  -3.075  0.514  -0.791
C  -2.269  -0.247  0.038
N  -1.600  0.252  1.074
C  -1.745  1.553  1.325
C  -2.526  2.403  0.561
H  -3.803  1.716  -3.219
H  -5.381  3.045  -5.306
H  -6.742  5.092  -5.588
H  -7.139  6.620  -3.705
H  -6.176  6.155  -1.462
H  -3.606  0.042  -1.608
H  -2.148  -1.311  -0.139
H  -1.173  1.935  2.163
H  -2.596  3.457  0.787
N  -0.363  -1.338  7.047
C  0.212  -1.334  5.777
N  1.102  -2.324  5.540
O  -0.104  -0.479  4.960
H  0.194  -1.720  7.794
H  -0.793  -0.454  7.266
H  1.143  -3.095  6.184
H  1.393  -2.547  4.569
I  1.599  3.360  0.873
C  3.407  2.196  1.537
H  3.504  2.603  2.556
H  4.163  2.750  0.961

The calculation puts the LUMO energy at 1.78 eV. The total energy comes out at -5169.44557 Ha. The value obtained for the energy relative to the best compared isomer or geometry (same formula, charge and spin) is 7.7 kcal/mol. Its total charge is -1.



[6]
C4H9NO2 | ωB97M-V with the def2-TZVPD basis set

Cartesian coordinates (Å):
N  1.038  -1.159  -0.708
C  -0.097  -0.356  -0.362
C  -1.410  -1.083  -0.401
O  -1.563  -2.130  -0.951
C  0.117  0.290  1.054
C  1.058  1.475  1.049
O  0.522  2.496  0.209
H  1.482  -0.979  -1.597
H  0.876  -2.161  -0.747
H  -0.250  0.502  -1.037
H  -2.178  -0.509  0.165
H  -0.883  0.731  1.194
H  0.441  -0.490  1.738
H  1.143  1.821  2.081
H  2.027  1.221  0.623
H  0.443  3.340  0.643

The calculation puts the LUMO energy at 0.81 eV. The total energy comes out at -363.01351 Ha. The value obtained for the energy relative to the best compared isomer or geometry (same formula, charge and spin) is 45.2 kcal/mol.



Number 1 is which compound? C9H14N2O2S



Please write out number 4 again, unchanged.
C23H56NO8 | ωB97M-V with the def2-TZVPD basis set

Cartesian coordinates (Å):
C  2.993  -0.021  2.229
C  2.113  -0.256  1.009
C  2.290  -1.583  0.264
C  1.191  0.618  0.579
C  1.365  2.139  0.780
C  0.409  3.009  -0.062
C  -0.869  3.614  0.577
C  -0.864  3.796  2.107
C  -2.176  2.893  0.160
C  -2.134  1.357  0.370
N  -3.446  0.828  0.859
C  -3.947  1.213  2.030
C  -5.133  0.688  2.476
C  -5.805  -0.258  1.712
C  -5.253  -0.631  0.490
C  -4.068  -0.075  0.084
H  2.405  0.180  3.133
H  3.757  0.756  2.069
H  3.543  -0.952  2.426
H  3.082  -1.402  -0.478
H  2.674  -2.338  0.958
H  1.343  -1.899  -0.185
H  0.311  0.179  0.100
H  1.410  2.362  1.856
H  2.378  2.337  0.397
H  1.002  3.820  -0.506
H  0.078  2.387  -0.913
H  -0.981  4.623  0.147
H  -0.700  2.811  2.576
H  -0.109  4.504  2.468
H  -1.838  4.159  2.468
H  -2.478  3.164  -0.861
H  -2.984  3.265  0.812
H  -1.420  1.162  1.181
H  -1.851  0.873  -0.566
H  -3.441  1.943  2.658
H  -5.555  0.977  3.435
H  -6.733  -0.740  2.007
H  -5.712  -1.381  -0.150
H  -3.619  -0.363  -0.862
C  3.924  1.875  -2.685
O  2.839  0.961  -2.794
H  4.739  1.527  -3.317
H  3.605  2.867  -3.018
H  4.269  1.924  -1.648
H  2.135  1.291  -2.227
C  0.688  -5.026  1.747
O  1.063  -3.761  2.303
H  1.461  -5.340  1.050
H  0.598  -5.769  2.541
H  -0.260  -4.934  1.217
H  0.370  -3.503  2.915
C  -2.598  -6.103  3.253
O  -2.102  -6.467  1.971
H  -1.894  -5.408  3.706
H  -3.574  -5.617  3.160
H  -2.689  -6.986  3.890
H  -2.731  -7.081  1.581
C  -3.171  5.764  -2.855
O  -2.597  4.532  -3.292
H  -2.363  6.444  -2.597
H  -3.770  6.206  -3.653
H  -3.797  5.600  -1.973
H  -3.322  3.943  -3.519
C  1.415  4.718  -4.475
O  0.332  3.798  -4.579
H  2.229  4.372  -5.108
H  1.097  5.710  -4.806
H  1.762  4.769  -3.438
H  -0.380  4.119  -4.015
C  -1.698  -1.573  3.429
O  -1.936  -1.894  2.059
H  -1.106  -2.367  3.873
H  -1.145  -0.631  3.508
H  -2.645  -1.493  3.971
H  -2.460  -1.178  1.696
C  4.205  -6.902  1.910
O  3.144  -7.744  1.468
H  4.029  -6.652  2.953
H  5.162  -7.421  1.822
H  4.232  -5.982  1.319
H  3.313  -7.956  0.546
C  5.074  -0.083  -6.436
O  3.674  -0.318  -6.355
H  5.447  -0.544  -7.348
H  5.270  0.992  -6.469
H  5.578  -0.530  -5.575
H  3.356  0.094  -5.544

The calculation puts the LUMO energy at -4.40 eV. The total energy comes out at -1566.18510 Ha. Its total charge is +1.